No. 1
103
Properties=species:S:1:pos:R:3:lowdin_spin:R:1 method="wB97M-V/def2-TZVPD" s2=3.756 multiplicity=4 lumo_ev="-2.15 / -1.52" e_homo_ev="-9.060 / -9.063" charge=0 fmax_ha_per_bohr=0.10325
V 2.99 -5.76 16.14 2.98
C 5.43 -6.25 8.20 0.00
C 4.96 -5.47 9.45 0.00
C 4.07 -4.27 9.16 0.00
C 3.49 -3.42 10.34 0.00
P 2.28 -2.15 10.05 0.00
C 0.99 -2.73 8.95 0.00
C 0.02 -3.78 9.51 0.00
C -1.29 -3.88 8.70 0.00
C -2.30 -2.67 8.83 0.00
C 1.55 -1.59 11.61 0.00
C 0.39 -0.59 11.49 0.00
C -0.37 -0.46 12.80 0.00
C -1.78 -0.05 12.59 0.00
C 3.23 -0.78 9.17 0.00
C 4.03 0.14 10.11 0.00
C 5.56 -0.11 10.28 0.00
C 6.54 0.24 9.12 0.00
H 4.63 -6.12 7.47 0.00
H 5.64 -7.29 8.41 0.00
H 6.35 -5.88 7.75 0.00
H 5.88 -5.08 9.88 0.00
H 4.40 -6.15 10.09 0.00
H 3.22 -4.64 8.59 0.00
H 4.53 -3.67 8.38 0.00
H 4.34 -3.02 10.90 0.00
H 3.00 -4.15 10.99 0.00
H 1.55 -3.03 8.07 0.00
H 0.53 -1.83 8.54 0.00
H -0.22 -3.57 10.56 0.00
H 0.56 -4.73 9.49 0.00
H -1.83 -4.76 9.05 0.00
H -1.00 -4.07 7.66 0.00
H -2.26 -2.21 9.81 0.00
H -3.36 -2.93 8.77 0.00
H -2.10 -1.87 8.12 0.00
H 2.28 -1.34 12.38 0.00
H 1.21 -2.57 11.93 0.00
H -0.16 -1.07 10.68 0.00
H 0.67 0.41 11.15 0.00
H 0.16 0.24 13.45 0.00
H -0.33 -1.34 13.43 0.00
H -2.29 -0.83 12.02 0.00
H -1.83 0.92 12.08 0.00
H -2.29 -0.08 13.55 0.00
H 2.37 -0.16 8.93 0.00
H 3.76 -1.14 8.29 0.00
H 3.65 0.30 11.12 0.00
H 3.91 1.14 9.70 0.00
H 5.69 -1.16 10.55 0.00
H 5.96 0.45 11.13 0.00
H 7.42 -0.40 9.06 0.00
H 6.89 1.27 9.16 0.00
H 6.02 0.09 8.17 0.00
B 5.10 -8.12 16.37 0.00
H 5.33 -7.23 16.92 0.00
H 4.07 -8.31 16.65 0.00
H 5.15 -7.97 15.30 0.00
H 5.74 -8.91 16.71 0.00
B 4.45 -3.06 15.42 0.00
H 3.90 -3.47 14.58 0.00
H 5.00 -3.81 15.97 0.00
H 5.05 -2.22 15.13 0.00
H 3.64 -2.73 16.05 0.00
B 0.62 -6.39 14.22 0.00
H 0.67 -5.42 14.70 0.00
H 1.52 -6.54 13.64 0.00
H 0.51 -7.15 14.98 0.00
H -0.24 -6.34 13.57 0.00
C 9.88 -3.55 15.23 0.00
C 10.77 -3.93 14.01 0.00
O 11.99 -3.96 14.11 0.00
C 10.05 -4.09 12.66 0.00
H 9.33 -2.69 14.87 0.00
H 10.51 -3.24 16.06 0.00
H 9.07 -4.25 15.46 0.00
H 10.62 -4.71 11.97 0.00
H 9.83 -3.13 12.19 0.00
H 9.06 -4.52 12.82 0.00
F 9.94 1.52 21.67 0.00
C 9.07 1.32 20.66 0.00
C 8.66 0.02 20.45 0.00
C 7.68 -0.31 19.49 0.00
C 7.26 0.70 18.67 0.00
C 7.73 2.02 18.90 0.00
C 8.61 2.34 19.88 0.00
H 9.12 -0.80 20.98 0.00
H 7.35 -1.33 19.36 0.00
H 6.61 0.47 17.84 0.00
H 7.32 2.80 18.27 0.00
H 8.98 3.35 19.99 0.00
F 0.87 5.45 18.45 0.00
C 0.58 4.15 18.51 0.00
C -0.74 3.74 18.57 0.00
C -1.06 2.41 18.61 0.00
C -0.04 1.46 18.63 0.00
C 1.29 1.87 18.62 0.00
C 1.58 3.25 18.59 0.00
H -1.52 4.49 18.57 0.00
H -2.07 2.03 18.63 0.00
H -0.31 0.43 18.78 0.00
H 2.09 1.15 18.74 0.00
H 2.61 3.57 18.57 0.00


No. 2
16
Properties=species:S:1:pos:R:3:lowdin_charge:R:1 method="wB97M-V/def2-TZVPD" smiles="CC1(C=O)[C@@H](O)[C@@H]1O" lumo_ev=0.52 e_homo_ev=-8.750 charge=0 fmax_ha_per_bohr=0.06866
C -1.31 -0.70 0.83 -0.03
C -0.33 0.16 0.08 -0.34
C -0.84 1.03 -0.99 -0.13
O -0.11 1.81 -1.68 -0.02
C 0.84 -0.61 -0.77 -0.16
O 1.47 -0.11 -1.88 -0.08
C 1.06 0.29 0.57 -0.21
O 1.44 -0.37 1.76 -0.01
H -0.85 -1.63 1.17 0.09
H -1.67 -0.15 1.71 0.09
H -2.17 -0.97 0.22 0.09
H -1.90 0.92 -1.23 0.14
H 0.79 -1.68 -0.61 0.15
H 1.03 0.94 -2.07 0.16
H 1.61 1.19 0.34 0.15
H 0.92 -0.11 2.54 0.10


No. 3
31
Properties=species:S:1:pos:R:3:lowdin_charge:R:1 method="wB97M-V/def2-TZVPD" lumo_ev=-8.46 e_homo_ev=-16.948 charge=+2 fmax_ha_per_bohr=0.12331
C 2.90 -0.10 -1.58 0.07
C 1.57 0.20 -1.55 0.01
C 3.63 -0.29 -0.35 0.05
C 3.02 -0.06 0.84 0.03
C -1.47 -1.21 0.22 -0.18
C -1.54 0.15 -0.10 -0.18
C 1.03 0.34 -0.31 -0.05
C -0.32 -1.93 0.13 -0.07
C -2.48 -2.25 0.64 0.01
C -3.01 0.73 -0.22 0.06
C -0.68 2.01 -1.30 -0.05
C 1.04 0.62 2.08 0.00
N -0.55 0.95 -0.37 0.00
N 1.70 0.24 0.90 -0.03
O 0.57 -2.67 0.08 0.30
H 3.40 -0.25 -2.54 0.15
H 0.98 0.41 -2.44 0.15
H 4.59 -0.68 -0.32 0.12
H 3.65 0.03 1.75 0.18
H -2.90 -2.71 -0.30 0.14
H -3.28 -1.90 1.25 0.10
H -2.10 -2.99 1.26 0.09
H -3.60 0.68 0.80 0.16
H -3.53 0.02 -0.85 0.10
H -3.07 1.61 -0.78 0.05
H -1.23 2.83 -0.79 0.13
H -1.18 1.62 -2.22 0.14
H 0.26 2.54 -1.52 0.12
H 0.65 1.58 2.08 0.09
H 0.27 -0.09 2.47 0.13
H 1.68 0.55 3.05 0.16


No. 4
125
Properties=species:S:1:pos:R:3:lowdin_charge:R:1 method="wB97M-V/def2-TZVPD" lumo_ev=0.84 e_homo_ev=-4.971 charge=-1 fmax_ha_per_bohr=0.10468
C 0.91 0.63 2.96 -0.09
C 0.69 -0.92 3.04 -0.27
O -0.40 -1.35 2.24 -0.22
C -1.21 -2.32 2.93 -0.35
C -2.11 -3.12 1.91 -0.22
Ga -3.44 -4.25 2.99 0.28
C -3.26 -6.22 2.35 -0.34
N -1.81 -6.57 2.23 -0.10
C -5.41 -3.66 2.81 -0.26
C -5.62 -2.27 2.09 -0.28
C -6.35 -1.18 2.94 -0.24
C -7.58 -1.69 3.76 -0.25
S -7.16 -1.51 5.56 0.42
O -5.85 -2.15 5.82 -0.39
O -8.18 -2.12 6.44 -0.37
Cl -6.92 0.54 5.89 0.32
P -2.78 -4.14 5.27 0.61
P -3.94 -5.51 6.49 0.30
O -4.28 -4.78 7.79 -0.43
O -3.01 -6.84 6.91 -0.23
O -5.39 -5.99 5.81 -0.22
H 0.93 1.06 3.99 0.05
H 0.07 1.14 2.42 0.07
H 1.87 0.92 2.49 0.03
H 1.64 -1.46 2.77 0.11
H 0.45 -1.18 4.10 0.11
H -0.57 -3.04 3.49 0.04
H -1.84 -1.80 3.70 0.09
H -1.41 -3.79 1.37 0.03
H -2.56 -2.43 1.16 0.05
H -3.75 -6.33 1.35 0.03
H -3.72 -6.93 3.08 0.04
H -1.22 -5.77 2.44 -0.03
H -1.56 -7.26 2.94 0.04
H -5.87 -3.74 3.82 0.02
H -5.92 -4.43 2.17 0.04
H -4.60 -1.88 1.86 0.08
H -6.14 -2.36 1.10 0.02
H -5.68 -0.60 3.60 0.03
H -6.75 -0.43 2.21 0.11
H -7.81 -2.77 3.59 0.11
H -8.51 -1.11 3.54 0.10
H -3.08 -2.81 5.73 -0.12
H -2.11 -6.56 7.07 0.02
H -6.02 -5.98 6.55 0.06
C 4.41 3.70 1.96 -2.01
Cl 4.82 2.25 2.90 0.53
Cl 2.65 3.95 2.01 0.52
Cl 5.22 5.11 2.68 0.49
Cl 4.96 3.50 0.29 0.49
C 1.88 -4.91 4.99 -2.01
Cl 2.97 -3.56 5.37 0.51
Cl 1.51 -4.91 3.25 0.55
Cl 2.68 -6.44 5.40 0.48
Cl 0.38 -4.75 5.92 0.49
C 6.27 -8.09 4.44 -2.02
Cl 7.34 -6.85 5.11 0.52
Cl 5.24 -7.37 3.19 0.49
Cl 7.24 -9.39 3.73 0.49
Cl 5.25 -8.76 5.73 0.51
C 2.85 5.90 -2.48 -1.99
Cl 1.21 6.22 -3.08 0.50
Cl 2.77 5.19 -0.86 0.48
Cl 3.67 4.78 -3.58 0.50
Cl 3.76 7.42 -2.42 0.50
C 3.02 4.03 -7.76 -1.99
Cl 2.48 2.34 -7.93 0.50
Cl 2.83 4.86 -9.32 0.52
Cl 2.03 4.84 -6.54 0.49
Cl 4.72 4.09 -7.27 0.48
C 7.06 7.94 -4.95 -2.02
Cl 7.90 7.08 -3.65 0.53
Cl 8.22 8.93 -5.85 0.52
Cl 6.32 6.76 -6.05 0.50
Cl 5.80 8.97 -4.27 0.47
C 6.87 0.44 -7.66 -2.03
Cl 7.13 -1.04 -6.71 0.52
Cl 5.14 0.82 -7.69 0.47
Cl 7.76 1.78 -6.92 0.51
Cl 7.44 0.18 -9.32 0.52
C -0.25 7.09 -11.68 -2.04
Cl -1.89 7.43 -12.27 0.52
Cl -0.34 6.38 -10.06 0.50
Cl 0.55 5.96 -12.78 0.51
Cl 0.67 8.60 -11.61 0.51
C 3.70 11.69 -6.18 -2.04
Cl 2.86 10.14 -6.05 0.51
Cl 4.19 12.24 -4.57 0.51
Cl 5.14 11.50 -7.20 0.51
Cl 2.62 12.89 -6.91 0.52
C -8.03 -3.88 -1.19 -2.03
Cl -6.26 -3.90 -1.05 0.56
Cl -8.49 -3.38 -2.82 0.51
Cl -8.66 -5.51 -0.87 0.52
Cl -8.71 -2.75 -0.01 0.53
C -0.68 2.42 -3.03 -1.98
Cl 0.40 2.67 -4.43 0.44
Cl -1.32 3.98 -2.49 0.51
Cl -2.02 1.35 -3.46 0.49
Cl 0.25 1.68 -1.71 0.53
C -2.89 2.26 -7.61 -2.02
Cl -4.21 3.38 -7.24 0.52
Cl -2.30 2.56 -9.25 0.51
Cl -1.57 2.49 -6.45 0.46
Cl -3.49 0.59 -7.49 0.52
C 0.56 -2.36 -2.45 -2.03
Cl 0.75 -4.01 -3.08 0.52
Cl -1.00 -1.70 -3.00 0.49
Cl 0.59 -2.39 -0.68 0.56
Cl 1.88 -1.34 -3.06 0.49
C 4.45 -9.56 0.05 -2.03
Cl 5.25 -10.51 1.32 0.49
Cl 5.66 -8.60 -0.82 0.51
Cl 3.63 -10.65 -1.08 0.52
Cl 3.26 -8.48 0.79 0.51
C 5.54 7.69 6.01 -2.04
Cl 6.25 6.42 7.01 0.52
Cl 5.87 9.28 6.74 0.52
Cl 6.24 7.63 4.39 0.49
Cl 3.79 7.45 5.91 0.52
C -3.30 2.64 4.58 -2.02
Cl -1.54 2.63 4.80 0.53
Cl -3.69 3.12 2.92 0.52
Cl -3.94 1.02 4.89 0.53
Cl -4.03 3.79 5.72 0.51